# 1
Here is a cluster of 7 separate species, C40H30Cl2O29S in total at a distorted geometry from the Open Molecules 2025 dataset. Energies are from ωB97M-V with the def2-TZVPD basis set.

ORCA input file:
```
! wB97M-V def2-TZVPD RIJCOSX def2/J DEFGRID3
* xyz 0 1
C 4.4964 -0.0991 0.2169
C 3.3722 -0.9694 -0.2218
Cl 2.0479 -0.1948 -0.9692
C 3.3146 -2.2904 -0.0394
Cl 4.6025 -3.1517 0.7060
O 2.2463 -3.0617 -0.3902
S 1.1729 -3.3048 0.9358
O 1.6192 -2.4374 1.9807
O -0.1100 -2.6004 0.2378
C -0.6777 -1.4767 0.9279
O -1.7404 -1.0025 0.1745
O -1.2269 -0.2323 -0.9122
H 5.4337 -0.6160 0.0769
H 4.3600 0.0435 1.2808
H 4.4825 0.8477 -0.3003
H -1.0625 -1.7631 1.8969
H 0.0508 -0.6852 1.0421
H -1.1535 0.6519 -0.5252
C 0.0085 -3.7257 -4.8327
C -0.6990 -4.8032 -5.1912
C -0.4559 -6.1572 -4.5857
O -1.1614 -7.0747 -4.9601
C 0.5979 -6.2921 -3.5977
C 1.3121 -5.2161 -3.2355
C 1.0528 -3.8553 -3.8286
O 1.7367 -2.9307 -3.4387
O 2.2816 -5.2697 -2.3375
O -1.6655 -4.7711 -6.1023
H -0.1604 -2.7473 -5.2610
H 0.7716 -7.2728 -3.1787
H 2.6274 -4.3611 -2.2422
H -2.0037 -5.6849 -6.1721
C 3.4452 4.9501 1.3071
C 3.0269 4.0939 0.3657
C 3.6912 4.0040 -0.9809
O 3.2491 3.1860 -1.7636
C 4.8078 4.8881 -1.2629
C 5.2254 5.7461 -0.3221
C 4.5729 5.8231 1.0323
O 5.0268 6.6183 1.8324
O 6.2341 6.5856 -0.5030
O 2.0122 3.2588 0.5382
H 2.9774 5.0206 2.2786
H 5.2695 4.8237 -2.2378
H 6.3247 7.0840 0.3313
H 1.9418 2.7459 -0.2912
C -5.0200 -0.2372 0.7029
C -6.3116 -0.5174 0.9264
C -7.1632 0.3239 1.8382
O -8.3297 0.0109 1.9728
C -6.5467 1.4575 2.5082
C -5.2560 1.7341 2.2865
C -4.4128 0.9070 1.3561
O -3.2527 1.2379 1.1995
O -4.6197 2.7473 2.8612
O -6.9369 -1.5434 0.3693
H -4.3972 -0.8323 0.0498
H -7.1631 2.0465 3.1726
H -3.7036 2.7128 2.5246
H -7.8559 -1.5120 0.6959
C -4.6207 3.9960 5.8791
C -5.1159 5.0813 6.4895
C -4.6451 5.5130 7.8517
O -5.1344 6.5197 8.3266
C -3.6402 4.7057 8.5223
C -3.1473 3.6192 7.9131
C -3.6019 3.2024 6.5406
O -3.0880 2.2123 6.0527
O -2.2303 2.8340 8.4602
O -6.0477 5.8542 5.9505
H -4.9489 3.6760 4.9007
H -3.3193 5.0155 9.5066
H -2.0531 2.1302 7.8079
H -6.2189 6.5639 6.5983
C -1.9783 -5.0023 -11.2135
C -2.6065 -4.2322 -12.1118
C -3.1423 -2.8708 -11.7582
O -3.6830 -2.2326 -12.6417
C -2.9916 -2.4025 -10.3935
C -2.3683 -3.1740 -9.4905
C -1.8049 -4.5221 -9.8538
O -1.2280 -5.1386 -8.9799
O -2.2064 -2.8213 -8.2257
O -2.8023 -4.5973 -13.3703
H -1.5843 -5.9782 -11.4586
H -3.3981 -1.4324 -10.1459
H -1.7544 -3.5653 -7.7747
H -3.2729 -3.8556 -13.7960
C 4.9795 -0.3325 6.7240
C 4.3990 0.0028 5.5637
C 5.1304 0.7868 4.5074
O 4.5335 1.0388 3.4769
C 6.4947 1.2011 4.7734
C 7.0745 0.8671 5.9347
C 6.3514 0.0652 6.9835
O 6.9580 -0.2076 8.0010
O 8.3134 1.2091 6.2505
O 3.1538 -0.3274 5.2564
H 4.4652 -0.8969 7.4885
H 7.0051 1.7757 4.0136
H 8.4792 0.8387 7.1384
H 2.9888 0.0217 4.3602
*
```

## Properties
LUMO energy, eV: -1.624



# 2
Here is a structure of composition C39H48KN3O4S4 from the Open Molecules 2025 dataset. Energies are from ωB97M-V with the def2-TZVPD basis set.

ORCA input file:
```
! wB97M-V def2-TZVPD RIJCOSX def2/J DEFGRID3
* xyz -2 1
K 1.1732 0.5073 -0.2308
C -3.7238 -2.9464 -1.0226
C -3.2596 -1.7378 -1.8060
C -2.5590 -1.8944 -3.0076
C -2.0072 -3.2356 -3.4291
C -2.3803 -0.7924 -3.8523
C -1.6996 -1.0003 -5.1829
C -2.8584 0.4683 -3.4705
C -2.8643 1.5844 -4.4924
C -3.3596 0.6538 -2.1764
C -3.6866 2.0212 -1.6289
C -3.5760 -0.4550 -1.3507
C -4.1563 -0.2398 0.0245
H -3.0945 -3.1800 -0.1619
H -3.7484 -3.8341 -1.6526
H -4.7366 -2.7846 -0.6493
H -2.6272 -3.7074 -4.2026
H -1.9313 -3.9235 -2.5892
H -1.0029 -3.1228 -3.8450
H -0.7309 -1.4930 -5.0582
H -1.5226 -0.0627 -5.7054
H -2.3013 -1.6438 -5.8368
H -1.8651 1.9486 -4.7374
H -3.4543 2.4354 -4.1601
H -3.3098 1.2253 -5.4241
H -4.7672 2.1706 -1.5200
H -3.2955 2.8210 -2.2558
H -3.2356 2.1331 -0.6425
H -5.1892 0.1248 -0.0248
H -3.5761 0.5030 0.5786
H -4.1585 -1.1555 0.6138
C 1.6390 -1.5282 3.7756
C 2.8311 -2.1607 3.0484
S 2.8563 -2.0262 1.2371
C 2.3848 -3.6869 0.6935
C 1.0452 -4.2200 1.1734
S -0.4374 -3.3996 0.5274
C -0.5917 -1.8330 1.4258
C -1.0358 -1.8844 2.8738
S 0.1719 -2.5660 4.0516
H 1.3358 -0.6080 3.2719
H 1.9743 -1.2384 4.7739
H 2.9595 -3.2114 3.3194
H 3.7180 -1.6152 3.3692
H 3.1744 -4.3843 0.9937
H 2.3994 -3.6239 -0.3962
H 0.9977 -4.2618 2.2588
H 0.9359 -5.2445 0.8040
H -1.3238 -1.2556 0.8514
H 0.3484 -1.2999 1.3613
H -1.9156 -2.5212 2.9873
H -1.3046 -0.8736 3.1890
C -0.6792 4.2523 -4.3361
C 0.0499 3.5105 -5.2583
C 0.6499 2.3186 -4.8836
C 0.5162 1.8661 -3.5746
C -0.2188 2.5972 -2.6533
C -0.8171 3.7896 -3.0350
N 1.1499 0.6718 -3.1025
N 1.2910 -0.1946 -3.9805
C 1.9892 -1.3823 -3.5768
C 3.0586 -1.2485 -2.6791
C 3.7847 -2.3739 -2.3319
C 3.3933 -3.6039 -2.8599
C 2.3036 -3.6852 -3.7211
C 1.5555 -2.5753 -4.1732
H -1.1444 5.1839 -4.6356
H 0.1542 3.8645 -6.2775
H 1.2193 1.7237 -5.5852
H -0.3892 2.2004 -1.6557
H -1.4024 4.3434 -2.3115
H 3.3471 -0.2719 -2.3019
H 4.6320 -2.2961 -1.6603
H 3.9527 -4.5000 -2.5978
H 2.0458 -4.6803 -4.0884
C 2.2944 3.3994 8.6266
C 2.3130 3.0682 7.1570
C 3.1813 3.7157 6.2854
C 3.2006 3.4051 4.9316
C 2.3535 2.4288 4.4333
C 1.4692 1.7853 5.2897
C 1.4527 2.1031 6.6384
S 2.4045 1.9665 2.6939
O 2.8478 3.1900 2.0347
O 3.3486 0.8548 2.6401
N 1.0034 1.4524 2.2994
C -0.0809 2.4368 2.2818
C -1.3137 1.8590 1.5598
O -2.4169 1.9600 2.1260
O -1.0971 1.3384 0.4256
H 2.9363 4.2540 8.8440
H 2.6456 2.5563 9.2265
H 1.2847 3.6409 8.9650
H 3.8479 4.4813 6.6698
H 3.8617 3.9199 4.2467
H 0.7874 1.0510 4.8780
H 0.7529 1.6007 7.2984
H 0.2126 3.3495 1.7439
H -0.3893 2.7279 3.2928
*
```

## Properties
Relative energy (zero: lowest compared OMol25 entry of this formula, charge and spin), kJ/mol: 54.61
LUMO energy, eV: 3.893



# 3
Here is a structure of composition C39H39BrF5N5O2ReSSe from the Open Molecules 2025 dataset. Energies are from ωB97M-V with the def2-TZVPD basis set.

ORCA input file:
```
! wB97M-V def2-TZVPD RIJCOSX def2/J DEFGRID3
* xyz 0 2
Re 0.1891 -0.5598 -0.2288
Br 5.6274 5.3819 0.0140
C 5.3783 4.2731 1.5365
C 6.4278 3.4886 1.9940
C 6.2275 2.6852 3.0996
C 4.9727 2.6206 3.7079
C 3.9387 3.4307 3.2542
C 4.1521 4.2683 2.1662
N 4.8885 1.7708 4.8504
N 3.9297 1.0172 4.9995
C 2.8816 0.8824 4.0433
C 1.5974 1.1168 4.4639
C 0.4937 0.9837 3.6116
C 0.6803 0.5568 2.3203
O -0.3012 0.4090 1.4219
C 1.9907 0.2405 1.8914
N 2.0829 -0.2157 0.5977
C 3.2745 -0.4610 0.0977
C 4.4415 -0.3483 0.8695
C 4.3650 0.0495 2.1722
C 3.1091 0.4024 2.7253
H 7.3890 3.5213 1.5008
H 7.0378 2.0886 3.4996
H 2.9642 3.4065 3.7246
H 3.3402 4.8921 1.8166
H 1.4414 1.4411 5.4859
H -0.5031 1.2197 3.9574
H 3.2989 -0.7908 -0.9332
H 5.3903 -0.6080 0.4226
H 5.2554 0.0926 2.7832
F -2.4767 -0.2511 -7.1657
C -1.7847 -0.0125 -6.0539
C -1.4519 -1.0501 -5.2023
F -1.8253 -2.2981 -5.5013
C -0.7306 -0.7991 -4.0450
F -0.4257 -1.8590 -3.2895
C -0.3283 0.4854 -3.6940
Se 0.6902 0.9751 -2.1388
C -0.6780 1.5005 -4.5754
F -0.3338 2.7658 -4.3040
C -1.3904 1.2742 -5.7384
F -1.7082 2.2839 -6.5490
C 1.2484 5.9863 -0.2763
C 1.3925 4.5191 -0.6293
S 0.7569 3.3893 0.6426
O 1.1248 3.9833 1.9622
C -1.0188 3.6990 0.3951
C -1.7841 3.4164 1.6758
H 1.8497 6.5870 -0.9593
H 1.5957 6.1692 0.7423
H 0.2178 6.3320 -0.3463
H 2.4458 4.2459 -0.7240
H 0.8934 4.2447 -1.5617
H -1.3102 3.0246 -0.4140
H -1.1559 4.7281 0.0654
H -1.7038 2.3660 1.9513
H -2.8382 3.6598 1.5378
H -1.3897 4.0227 2.4905
C 2.4342 -2.7306 -2.6750
C 1.9585 -3.9528 -1.8813
C 0.5281 -4.3567 -2.2490
C 2.1939 -3.8292 -0.3821
C 3.3315 -4.4253 0.1402
C 3.5858 -4.4146 1.5022
C 2.6199 -3.9289 2.3630
C 1.4238 -3.3734 1.9051
C 0.3353 -3.1440 2.9501
C -0.9989 -2.5837 2.4609
C 0.0396 -4.4904 3.6370
C 1.2973 -3.1844 0.5132
N 0.3554 -2.3105 -0.0168
H 2.3156 -2.9072 -3.7461
H 3.4943 -2.5390 -2.4914
H 1.8696 -1.8331 -2.4253
H 2.5994 -4.7844 -2.1930
H -0.1889 -3.5848 -1.9839
H 0.2448 -5.2766 -1.7341
H 0.4585 -4.5325 -3.3247
H 4.0339 -4.8963 -0.5390
H 4.5041 -4.8336 1.8932
H 2.7821 -3.9968 3.4322
H 0.7417 -2.4628 3.7087
H -1.4006 -3.1945 1.6508
H -0.9449 -1.5553 2.1149
H -1.7074 -2.6170 3.2906
H -0.3153 -5.2106 2.8964
H -0.7404 -4.3632 4.3894
H 0.9116 -4.9193 4.1260
C -4.2597 -0.8272 -1.5621
C -2.8771 -0.7498 -1.1264
N -1.7786 -0.6840 -0.8054
H -4.7939 -1.5621 -0.9621
H -4.3043 -1.1167 -2.6115
H -4.7332 0.1456 -1.4371
*
```

## Properties
Relative energy (zero: lowest compared OMol25 entry of this formula, charge and spin), kJ/mol: 0.00
LUMO energy (alpha / beta), eV: -0.534 / -0.729
⟨S²⟩: 0.76